[1]
This record from OMol25 describes a molecular structure, C48H41FN10O5SiV. The level of theory is ωB97M-V with the def2-TZVPD basis set.

Structure (ORCA input):
```
! RIJCOSX wB97M-V def2-TZVPD def2/J DEFGRID3
* xyz 0 4
V -0.229 0.879 0.962
C -3.458 -1.395 2.613
C -2.852 -0.367 1.697
N -1.481 -0.075 2.117
C -0.876 -0.785 3.116
C -1.532 -1.715 3.868
N -2.845 -2.054 3.518
C 0.516 -0.322 3.479
C 1.323 -0.777 4.498
C 2.528 -0.147 4.748
C 2.898 0.937 3.973
C 2.069 1.314 2.954
N 0.889 0.715 2.769
C 2.308 2.417 1.988
C 3.275 3.381 2.154
N 3.535 4.323 1.273
C 2.763 4.333 0.172
C 1.737 3.409 -0.017
N 1.553 2.426 0.875
C 3.427 -0.620 5.830
C 2.929 -1.137 7.047
C 3.821 -1.558 8.027
N 5.149 -1.536 7.940
C 5.609 -1.049 6.790
C 4.817 -0.569 5.733
H -4.494 -1.658 2.426
H -3.436 0.560 1.796
H -1.083 -2.174 4.724
H 1.021 -1.590 5.142
H 3.884 1.397 4.114
H 3.808 3.416 3.090
H 2.998 5.070 -0.543
H 1.111 3.398 -0.892
H 1.854 -1.133 7.211
H 3.409 -1.869 8.970
H 6.686 -1.048 6.652
H 5.286 -0.166 4.860
O -4.323 6.845 0.880
N -3.818 6.545 -0.198
O -3.995 7.189 -1.209
C -2.984 5.340 -0.361
C -2.611 4.934 -1.625
C -1.940 3.727 -1.816
C -1.550 3.285 -3.119
C -0.931 2.128 -3.283
C -0.701 1.121 -2.171
N -0.884 1.701 -0.847
C -1.513 2.902 -0.756
C -1.785 3.417 0.556
N -1.299 2.655 1.580
C -1.516 3.044 2.820
C -2.201 4.224 3.103
C -2.749 4.958 2.091
C -2.555 4.578 0.770
H -2.921 5.541 -2.476
H -1.689 3.969 -3.948
H -0.552 1.851 -4.263
H -1.305 0.204 -2.255
H -1.188 2.353 3.596
H -2.355 4.521 4.140
H -3.289 5.876 2.302
C 4.727 -2.996 -4.361
C 3.591 -3.828 -3.746
C 3.028 -4.838 -4.748
C 2.297 -4.163 -5.891
C 1.362 -3.114 -5.359
C 0.359 -2.644 -6.226
C -0.426 -1.603 -5.811
F -1.448 -1.131 -6.564
C -0.276 -0.985 -4.586
C 0.761 -1.337 -3.725
C 1.029 -0.667 -2.491
O 0.668 0.647 -2.235
C 1.882 -1.347 -1.566
C 2.610 -2.412 -2.001
N 2.516 -2.940 -3.254
C 1.548 -2.474 -4.143
C 1.888 -1.095 -0.101
O 2.880 -1.277 0.571
O 0.718 -0.736 0.346
H 5.438 -3.659 -4.860
H 5.229 -2.437 -3.572
H 4.307 -2.312 -5.077
H 3.919 -4.361 -2.850
H 2.329 -5.489 -4.246
H 3.828 -5.464 -5.140
H 1.730 -4.910 -6.436
H 2.965 -3.667 -6.619
H 0.265 -3.117 -7.188
H -0.994 -0.221 -4.335
H 3.286 -2.920 -1.304
C -4.201 -1.692 -2.388
Si -4.338 -1.755 -0.551
C -5.989 -1.081 -0.087
C -4.149 -3.513 -0.082
C -2.923 -0.786 0.181
H -4.831 -2.472 -2.822
H -3.191 -1.869 -2.733
H -4.501 -0.714 -2.793
H -6.790 -1.560 -0.668
H -6.028 -0.018 -0.288
H -6.203 -1.176 0.991
H -4.914 -4.141 -0.541
H -4.189 -3.671 0.996
H -3.178 -3.850 -0.443
H -2.786 0.117 -0.430
H -2.075 -1.457 -0.012
*
```

For the energy, the calculation gives -4110.89676 Eh. The largest force on an atom comes out at 1.78 eV/Å. The value obtained for the energy above the lowest of the compared OMol25 structures with the same formula, charge and spin is 0.00 kcal/mol.


[2]
This record from OMol25 describes a molecular structure, C48H42CsFN8O5S. The level of theory is ωB97M-V with the def2-TZVPD basis set.

Structure (ORCA input):
```
! RIJCOSX wB97M-V def2-TZVPD def2/J DEFGRID3
* xyz -2 1
Cs -1.098 1.972 0.124
O -2.483 6.731 -0.632
C -2.351 5.519 -0.828
N -1.222 4.821 -0.980
C -0.107 5.344 -1.506
O 0.010 6.132 -2.444
C 1.196 4.873 -0.858
C 2.200 5.827 -0.691
C 3.371 5.461 -0.057
C 3.518 4.151 0.380
C 2.475 3.269 0.157
N 1.340 3.614 -0.448
C -3.640 4.689 -0.823
C -4.856 5.362 -0.931
C -6.028 4.627 -0.962
C -5.960 3.243 -0.872
C -4.709 2.658 -0.763
N -3.579 3.362 -0.746
H 2.028 6.826 -1.063
H 4.161 6.186 0.101
H 4.412 3.820 0.892
H 2.545 2.237 0.487
H -4.840 6.441 -0.983
H -6.986 5.126 -1.054
H -6.847 2.623 -0.889
H -4.602 1.577 -0.695
C 4.151 -0.597 5.572
C 3.649 -1.868 4.905
C 4.812 -2.726 4.425
C 4.296 -4.058 3.909
C 3.203 -3.838 2.894
C 2.877 -4.828 1.990
C 1.894 -4.608 1.039
F 1.591 -5.627 0.199
C 1.251 -3.406 0.928
C 1.559 -2.394 1.838
C 0.836 -1.093 1.696
O 0.190 -0.875 0.681
C 1.043 -0.177 2.808
C 1.993 -0.475 3.723
N 2.762 -1.601 3.766
C 2.512 -2.613 2.840
C 0.284 1.143 3.053
O 0.844 1.947 3.822
O -0.819 1.255 2.473
H 4.897 -0.871 6.319
H 3.363 -0.044 6.078
H 4.618 0.066 4.841
H 3.086 -2.455 5.646
H 5.516 -2.872 5.247
H 5.335 -2.188 3.628
H 3.916 -4.649 4.750
H 5.102 -4.638 3.455
H 3.391 -5.782 2.010
H 0.517 -3.208 0.157
H 2.161 0.272 4.485
C 3.297 0.702 -2.003
C 2.479 -0.265 -1.146
C 2.232 -1.598 -1.808
C 3.137 -2.642 -1.646
C 2.903 -3.890 -2.201
C 1.727 -4.113 -2.903
C 0.794 -3.100 -3.079
C -0.544 -3.373 -3.721
C -1.631 -3.574 -2.660
C 1.073 -1.827 -2.561
N 0.106 -0.822 -2.709
C 0.192 0.000 -3.673
C -0.796 1.018 -3.914
C -0.698 2.157 -4.696
C -1.872 2.909 -4.483
C -2.636 2.199 -3.575
N -1.977 1.072 -3.232
H 3.469 1.642 -1.476
H 2.778 0.936 -2.932
H 4.265 0.267 -2.263
H 1.515 0.182 -0.896
H 3.007 -0.444 -0.205
H 4.030 -2.471 -1.052
H 3.613 -4.696 -2.055
H 1.512 -5.097 -3.304
H -0.461 -4.257 -4.360
H -0.834 -2.537 -4.359
H -1.378 -4.416 -2.010
H -2.600 -3.771 -3.123
H -1.742 -2.678 -2.046
H 1.012 -0.045 -4.402
H 0.152 2.425 -5.304
H -2.110 3.879 -4.886
H -3.593 2.424 -3.145
N -3.993 -0.976 -2.591
C -4.201 -1.118 -1.317
N -3.339 -0.838 -0.347
C -3.854 -1.108 0.895
C -3.167 -0.917 2.098
C -3.789 -1.215 3.300
C -5.090 -1.714 3.344
C -5.790 -1.912 2.158
C -5.175 -1.610 0.956
S -5.797 -1.748 -0.666
H -2.414 0.292 -2.730
H -4.806 -1.237 -3.135
H -2.166 -0.503 2.075
H -3.249 -1.043 4.225
H -5.560 -1.939 4.294
H -6.805 -2.294 2.174
*
```

For the energy, the calculation gives -3186.99564 Eh. The largest force on an atom comes out at 1.94 eV/Å. The value obtained for the energy above the lowest of the compared OMol25 structures with the same formula, charge and spin is 23.68 kcal/mol.


[3]
This record from OMol25 describes a molecular structure, C48H42N3O4PScSiTe. The level of theory is ωB97M-V with the def2-TZVPD basis set.

Structure (ORCA input):
```
! RIJCOSX wB97M-V def2-TZVPD def2/J DEFGRID3
* xyz -1 1
Sc 1.197 -0.009 -0.366
C -2.943 -2.497 3.853
C -2.081 -1.715 4.612
C -1.330 -0.704 4.036
C -1.431 -0.439 2.663
C -2.279 -1.250 1.893
C -3.027 -2.254 2.489
N -0.697 0.591 2.078
N 0.353 1.057 2.851
C 1.308 1.730 2.292
C 2.412 2.040 3.194
C 3.509 2.696 2.784
C 3.617 3.180 1.427
C 2.603 2.970 0.569
C 1.409 2.185 0.882
H -3.521 -3.290 4.310
H -1.987 -1.893 5.677
H -0.655 -0.107 4.630
H -2.312 -1.117 0.822
H -3.659 -2.873 1.863
H 2.306 1.686 4.211
H 4.317 2.882 3.482
H 4.493 3.737 1.119
H 2.673 3.417 -0.416
O -0.723 0.103 -0.214
C -1.030 1.068 0.739
C -2.387 1.757 0.697
C -3.724 1.372 0.738
C -4.685 2.373 0.821
C -4.335 3.723 0.861
C -3.001 4.107 0.783
C -2.050 3.104 0.671
P -0.218 2.835 0.341
C -0.139 2.780 -1.487
C -1.202 3.279 -2.245
C -1.114 3.368 -3.624
C 0.038 2.957 -4.284
C 1.091 2.441 -3.553
C 1.004 2.360 -2.167
C 0.212 4.652 0.627
C 0.215 5.077 1.958
C 0.512 6.390 2.291
C 0.810 7.311 1.294
C 0.810 6.903 -0.031
C 0.515 5.584 -0.361
H -4.022 0.334 0.728
H -5.732 2.099 0.872
H -5.113 4.473 0.941
H -2.713 5.153 0.787
H -2.106 3.604 -1.748
H -1.953 3.757 -4.187
H 0.103 3.025 -5.362
H 1.979 2.071 -4.048
H 1.885 1.966 -1.661
H -0.009 4.367 2.749
H 0.515 6.694 3.331
H 1.045 8.337 1.550
H 1.046 7.612 -0.816
H 0.530 5.285 -1.403
O 3.399 -0.384 -0.552
N 3.362 -1.061 0.522
O 4.147 -1.929 0.775
O 2.385 -0.764 1.300
Te 0.752 -3.452 0.709
C 1.843 -4.653 -0.656
C 1.957 -4.296 -1.994
C 2.685 -5.102 -2.860
C 3.302 -6.257 -2.399
C 3.196 -6.608 -1.059
C 2.469 -5.806 -0.190
C -1.153 -4.231 0.215
C -1.766 -3.845 -0.973
C -3.032 -4.323 -1.286
C -3.691 -5.177 -0.411
C -3.081 -5.556 0.777
C -1.813 -5.083 1.091
H 1.509 -3.378 -2.356
H 2.783 -4.817 -3.901
H 3.871 -6.877 -3.079
H 3.681 -7.502 -0.689
H 2.390 -6.075 0.856
H -1.261 -3.156 -1.642
H -3.506 -4.018 -2.211
H -4.681 -5.543 -0.653
H -3.594 -6.216 1.467
H -1.343 -5.368 2.024
C 2.294 -2.177 -6.118
Si 0.650 -1.702 -5.345
C -0.106 -0.289 -6.322
C -0.515 -3.174 -5.414
C 0.900 -1.198 -3.614
C 1.062 -0.824 -2.459
H 2.175 -2.443 -7.172
H 2.734 -3.029 -5.596
H 3.000 -1.347 -6.051
H -0.515 -0.640 -7.273
H 0.643 0.478 -6.538
H -0.907 0.181 -5.749
H -0.634 -3.534 -6.439
H -1.500 -2.898 -5.032
H -0.142 -3.999 -4.803
*
```

For the energy, the calculation gives -3979.07705 Eh. The largest force on an atom comes out at 0.40 eV/Å. The value obtained for the energy above the lowest of the compared OMol25 structures with the same formula, charge and spin is 104.38 kcal/mol.


- The highest energy belongs to which entry?
  C48H42CsFN8O5S


- Among the records above, which one has the lowest energy?
  C48H41FN10O5SiV


- The highest energy belongs to which entry?
  C48H42CsFN8O5S


- Look up the energy of the first one.
  -4110.89676 Eh